# 1
DFT (the ωB97M-V functional and the def2-TZVPD basis) results for a 12-piece molecular cluster, C27H79NO12 overall at a distorted geometry.

Computed properties:
Kohn-Sham gap: 9.88 eV
E_tot: -2033.60551 Ha
LUMO level: 0.32 eV
SMILES: COC[C@H](C)N.CC(C)O.CC(C)O.CC(C)O.CC(C)O.CC(C)O.CC(C)O.CO.CO.CO.CO.CO

Each atom is followed by the atoms it is bonded to, with distances in Å.
Cartesian coordinates (Å):
1 H 13.09500 -0.93579 2.29533  C114 1.085
2 O 6.82610 -3.73418 -1.89875  H53 0.961, C99 1.436
3 C 9.69577 0.61728 4.69311  H51 1.088, H70 1.098, H83 1.092, C85 1.520
4 C 15.10197 -0.42975 -0.35939  H15 1.092, H56 1.096, O65 1.406, H105 1.099
5 O 11.63234 -2.51005 -3.19052  H36 0.970, C39 1.440
6 H 12.10090 -0.09201 5.44052  C52 1.094
7 H 12.38382 1.27902 -0.74538  C31 1.088
8 H 4.00517 -1.45208 2.33519  C118 1.090
9 O 5.55443 -2.87042 0.73780  C75 1.436, H112 0.963
10 H 8.91387 2.88719 -1.45950  C108 1.091
11 H 11.21835 -1.52682 5.99405  C52 1.089
12 H 9.18556 -0.63725 -3.03656  C57 1.093
13 H 5.34763 -1.16098 -0.39650  C75 1.095
14 H 9.44484 -5.41654 6.21174  C72 1.091
15 H 15.92746 -0.47396 0.35340  C4 1.092
16 H 10.14256 -7.01781 5.69391  C72 1.094
17 H 7.26169 1.71855 -3.73849  C90 1.093
18 C 5.82909 -5.28317 2.81721  H68 1.092, H89 1.088, H98 1.095, C113 1.523
19 H 6.51997 2.55166 -1.05511  C109 1.097
20 H 9.04897 1.17657 2.06804  C88 1.093
21 H 8.60992 -6.50940 5.15662  C72 1.095
22 H 12.87238 -2.78675 0.64210  C115 1.089
23 H 6.47795 0.31791 1.06842  C107 1.094
24 H 6.82890 4.27092 -1.05238  C109 1.091
25 H 10.78582 -0.44495 3.16604  C85 1.099
26 H 15.83101 2.37602 2.63846  C28 1.094
27 H 14.50454 -0.95645 3.41213  C114 1.095
28 C 15.79278 1.28357 2.60633  H26 1.094, C59 1.505, H111 1.092, H117 1.091
29 H 12.80103 0.34149 -3.45898  O43 0.958
30 C 9.46775 -3.25369 0.74036  H42 1.099, H64 1.095, H80 1.093, C95 1.519
31 C 12.10000 1.15732 -1.78825  H7 1.088, O43 1.410, H96 1.103, H110 1.093
32 O 7.88889 0.65901 -2.08817  C57 1.442, C90 1.418
33 H 9.06565 1.60327 -3.54006  C90 1.097
34 H 9.08831 3.79640 -3.96732  N35 1.021
35 N 8.66017 4.11614 -3.09752  H34 1.021, H82 1.015, C108 1.469
36 H 11.44923 -2.30283 -2.26060  O5 0.970
37 H 14.75577 0.60729 -1.98948  O65 0.976
38 H 12.95710 -3.97677 -2.62724  C39 1.093
39 C 12.95446 -3.07842 -3.25037  O5 1.440, H38 1.093, H61 1.095, H63 1.085
40 H 8.92565 0.53462 -0.67136  O84 0.982
41 H 12.07746 -4.52859 3.59904  C106 1.090
42 H 9.20413 -2.47159 1.46553  C30 1.099
43 O 13.10291 0.90616 -2.74638  H29 0.958, C31 1.410
44 H 12.23459 -5.56322 5.06676  C106 1.088
45 O 13.46250 1.48883 3.13657  C59 1.444, H92 0.963
46 H 7.38058 -1.12934 1.30239  C107 1.092
47 H 8.09052 1.94236 0.84927  C88 1.093
48 H 10.94188 -3.84373 -0.67336  C95 1.093
49 H 12.36491 -1.51308 4.59584  C52 1.094
50 H 7.18154 -6.80455 -0.00718  C67 1.089
51 H 8.82442 0.84156 4.08108  C3 1.088
52 C 11.55839 -0.98422 5.11290  H6 1.094, H11 1.089, H49 1.094, C85 1.513
53 H 6.12502 -3.36639 -2.44302  O2 0.961
54 H 5.62905 -7.24333 0.89064  C67 1.093
55 H 8.11353 -1.35345 -1.81343  C57 1.085
56 H 14.25279 0.01481 0.17120  C4 1.096
57 C 8.16876 -0.64572 -2.63438  H12 1.093, O32 1.442, H55 1.085, H74 1.091
58 C 10.26545 -5.45823 4.18536  C72 1.522, O93 1.427, H94 1.096, C106 1.516
59 C 14.39889 0.84491 2.24523  C28 1.505, O45 1.444, H79 1.097, C114 1.524
60 H 12.04906 -4.12585 1.51244  C115 1.093
61 H 13.68693 -2.36736 -2.85558  C39 1.095
62 H 6.23508 -0.68614 2.49802  C107 1.093
63 H 13.16127 -3.27659 -4.29738  C39 1.085
64 H 9.47630 -4.12301 1.40689  C30 1.095
65 O 15.52891 0.24377 -1.51695  C4 1.406, H37 0.976
66 H 10.45792 -1.10251 0.00182  O102 0.972
67 C 6.35624 -6.47299 0.62159  H50 1.089, H54 1.093, H86 1.094, C113 1.518
68 H 4.89450 -5.15994 2.26654  C18 1.092
69 H 14.75048 -1.23732 1.74800  C114 1.097
70 H 9.39199 0.40553 5.72699  C3 1.098
71 H 3.22488 -1.98564 0.85985  C118 1.092
72 C 9.60486 -6.11537 5.38874  H14 1.091, H16 1.094, H21 1.095, C58 1.522
73 O 7.71500 -6.79447 2.60996  H100 0.962, C113 1.441
74 H 7.46368 -0.84908 -3.44194  C57 1.091
75 C 5.28444 -1.46233 0.65435  O9 1.436, H13 1.095, C107 1.526, C118 1.518
76 H 11.42154 -4.02895 5.22082  C106 1.091
77 H 7.50392 -4.97941 1.59321  C113 1.099
78 H 6.01884 3.54464 -2.43962  C109 1.089
79 H 14.07461 1.05299 1.21856  C59 1.097
80 H 8.58990 -3.32121 0.09295  C30 1.093
81 O 9.41132 -1.63184 4.09415  C85 1.431, H97 0.973
82 H 7.91362 4.69654 -3.46640  N35 1.015
83 H 10.31385 1.50347 4.85077  C3 1.092
84 O 9.38592 0.43985 0.19039  H40 0.982, C88 1.406
85 C 10.41884 -0.61982 4.18699  C3 1.520, H25 1.099, C52 1.513, O81 1.431
86 H 5.76113 -5.72508 0.09008  C67 1.094
87 H 3.47314 -0.26876 1.06913  C118 1.089
88 C 9.08400 1.52480 1.03267  H20 1.093, H47 1.093, O84 1.406, H91 1.094
89 H 6.07349 -4.33907 3.29881  C18 1.088
90 C 8.09689 1.69478 -3.03332  H17 1.093, O32 1.418, H33 1.097, C108 1.533
91 H 9.81912 2.33426 0.99097  C88 1.094
92 H 13.37657 2.41093 2.87238  O45 0.963
93 O 9.41868 -4.42426 3.68598  C58 1.427, H104 0.964
94 H 10.35847 -6.24713 3.42986  C58 1.096
95 C 10.80861 -3.04357 0.05907  C30 1.519, H48 1.093, O102 1.421, C115 1.529
96 H 11.52916 2.08614 -1.95397  C31 1.103
97 H 9.83797 -2.45819 3.80696  O81 0.973
98 H 5.54559 -5.96671 3.62471  C18 1.095
99 C 7.82167 -4.37554 -2.71042  O2 1.436, H101 1.089, H103 1.092, H119 1.087
100 H 8.10107 -7.36579 1.93849  O73 0.962
101 H 8.31563 -3.66898 -3.37591  C99 1.089
102 O 10.84527 -1.77597 -0.58282  H66 0.972, C95 1.421
103 H 7.32527 -5.18529 -3.24980  C99 1.092
104 H 8.63664 -4.85262 3.31952  O93 0.964
105 H 14.81136 -1.46085 -0.60614  C4 1.099
106 C 11.61099 -4.85156 4.52933  H41 1.090, H44 1.088, C58 1.516, H76 1.091
107 C 6.37667 -0.71524 1.41428  H23 1.094, H46 1.092, H62 1.093, C75 1.526
108 C 8.17792 3.01303 -2.25494  H10 1.091, N35 1.469, C90 1.533, C109 1.531
109 C 6.80270 3.39336 -1.69930  H19 1.097, H24 1.091, H78 1.089, C108 1.531
110 H 11.34607 0.37762 -1.92034  C31 1.093
111 H 16.61251 1.02499 1.93214  C28 1.092
112 H 5.96948 -3.16773 -0.07855  O9 0.963
113 C 6.89953 -5.84692 1.89280  C18 1.523, C67 1.518, O73 1.441, H77 1.099
114 C 14.13065 -0.64333 2.43127  H1 1.085, H27 1.095, C59 1.524, H69 1.097
115 C 11.93778 -3.12520 1.08681  H22 1.089, H60 1.093, C95 1.529, H116 1.095
116 H 11.69243 -2.49795 1.95042  C115 1.095
117 H 16.03572 0.88342 3.59198  C28 1.091
118 C 3.91428 -1.24365 1.26916  H8 1.090, H71 1.092, C75 1.518, H87 1.089
119 H 8.53780 -4.82181 -2.02564  C99 1.087



# 2
DFT (the ωB97M-V functional and the def2-TZVPD basis) results for a 15-piece molecular cluster, C27H84O15 overall at a distorted geometry.

Computed properties:
Kohn-Sham gap: 10.12 eV
E_tot: -2207.53000 Ha
LUMO level: 0.46 eV
energy above the lowest of the compared OMol25 structures with the same formula, charge and spin: 94.7 kcal/mol

Each atom is followed by the atoms it is bonded to, with distances in Å.
Cartesian coordinates (Å):
1 H -11.36942 -19.65567 38.99756  C101 1.090
2 O -20.15195 -16.26472 30.41495  C32 1.416, H118 0.960
3 C -14.10743 -19.15948 29.62149  H20 1.090, H48 1.090, O123 1.333, C125 1.492
4 H -18.73761 -20.99906 32.08802  C91 1.090
5 H -16.41362 -22.17537 33.22468  O78 0.960
6 H -12.17159 -16.24721 37.39782  O12 0.960
7 H -18.54858 -22.50061 32.88289  C91 1.090
8 H -19.25845 -13.27096 33.88066  C19 1.090
9 H -15.65597 -18.72842 34.82899  C79 1.090
10 O -11.21820 -20.63406 31.34583  H14 0.960, C81 1.405
11 H -19.45536 -18.99850 30.21088  C45 1.090
12 O -12.52022 -15.36723 37.23755  H6 0.960, C99 1.401
13 H -18.41396 -18.01297 35.27999  C122 1.090
14 H -12.07378 -20.23015 31.18318  O10 0.960
15 C -15.08180 -13.89456 31.73527  H61 1.090, H68 1.090, C75 1.556, H85 1.090
16 H -14.65182 -17.54493 34.14647  C79 1.090
17 H -18.38875 -21.35328 35.15568  C121 1.090
18 H -15.08529 -20.81434 38.77119  C70 1.090
19 C -18.77478 -14.23682 34.02650  H8 1.090, C41 1.519, H69 1.090, H72 1.090
20 H -14.33667 -18.09646 29.54700  C3 1.090
21 C -16.56042 -20.39134 37.10940  H56 1.090, C70 1.564, H110 1.090, H117 1.090
22 C -10.64672 -17.19298 34.30895  H36 1.090, H64 1.090, H93 1.090, C107 1.518
23 H -11.93594 -23.80657 35.96552  O111 0.960
24 H -10.58302 -17.38271 32.18416  C107 1.090
25 O -16.73995 -15.24351 34.87540  C41 1.386, H88 0.960
26 H -13.75906 -21.71423 36.54981  C105 1.090
27 H -13.32517 -19.38814 35.06457  C106 1.090
28 H -19.14246 -17.04771 32.00759  C32 1.090
29 H -13.93290 -13.44383 38.43841  C119 1.090
30 H -18.93415 -18.87365 37.44022  C49 1.090
31 H -16.79473 -13.26050 34.35766  C41 1.090
32 C -18.99508 -16.89156 30.93895  O2 1.416, H28 1.090, C45 1.504, H76 1.090
33 H -13.96479 -20.45847 33.85471  C106 1.090
34 H -14.27158 -13.31092 36.68155  C119 1.090
35 C -16.18581 -23.59736 35.57322  H82 1.090, O95 1.395, H104 1.090, H109 1.090
36 H -11.56930 -16.61364 34.34503  C22 1.090
37 H -12.76672 -22.35551 37.79047  C105 1.090
38 C -9.45251 -19.79483 36.10201  H57 1.090, H62 1.090, C96 1.529, H98 1.090
39 O -9.30334 -21.94512 37.09613  H67 0.960, C96 1.418
40 H -19.85089 -21.08024 34.32649  C121 1.090
41 C -17.44043 -14.05598 34.72967  C19 1.519, O25 1.386, H31 1.090, H50 1.090
42 H -16.04022 -19.64527 32.75921  O103 0.960
43 O -14.98397 -18.97965 38.19197  H60 0.960, C70 1.371
44 H -18.60848 -19.82102 34.25927  C121 1.090
45 C -18.73134 -18.18373 30.21677  H11 1.090, C32 1.504, H55 1.090, H97 1.090
46 H -9.02059 -17.62893 32.90887  C107 1.090
47 H -7.67593 -20.99337 36.37027  C96 1.090
48 H -14.98703 -19.65692 29.21288  C3 1.090
49 C -19.70948 -18.26353 36.97687  H30 1.090, H54 1.090, H65 1.090, C122 1.501
50 H -17.66672 -13.74152 35.74849  C41 1.090
51 H -15.07119 -15.77860 30.58415  C75 1.090
52 H -12.97411 -19.09184 33.32509  C106 1.090
53 O -9.48004 -15.72821 32.77647  H87 0.960, C107 1.392
54 H -20.17738 -17.63919 37.73804  C49 1.090
55 H -17.79577 -18.60850 30.58060  C45 1.090
56 H -15.85072 -20.75086 36.36430  C21 1.090
57 H -10.45375 -19.92389 35.69093  C38 1.090
58 H -14.15946 -15.93833 38.30165  C99 1.090
59 H -11.02369 -16.64525 39.72554  C89 1.090
60 H -15.46764 -18.18082 38.41448  O43 0.960
61 H -14.86158 -13.51406 32.73268  C15 1.090
62 H -9.48265 -19.34619 37.09495  C38 1.090
63 H -8.65771 -21.58139 35.09523  C96 1.090
64 H -10.09511 -16.75050 35.13842  C22 1.090
65 H -20.47591 -18.88853 36.51855  C49 1.090
66 H -15.90513 -16.91854 32.30848  O73 0.960
67 H -9.02164 -21.55153 37.92518  O39 0.960
68 H -14.40070 -13.28759 31.13878  C15 1.090
69 H -18.65847 -14.60115 33.00580  C19 1.090
70 C -15.79401 -20.05892 38.43183  H18 1.090, C21 1.564, O43 1.371, H100 1.090
71 H -14.41672 -23.15941 34.88856  O95 0.960
72 H -19.51340 -14.82358 34.57262  C19 1.090
73 O -15.97447 -15.96444 32.38894  H66 0.960, C75 1.401
74 H -14.46096 -19.40438 31.46447  O123 0.960
75 C -14.93490 -15.43897 31.61090  C15 1.556, H51 1.090, O73 1.401, H86 1.090
76 H -18.22676 -16.13912 30.76119  C32 1.090
77 H -10.20811 -17.95063 40.60405  C89 1.090
78 O -16.82681 -21.35505 32.94549  H5 0.960, C91 1.417
79 C -14.99367 -18.56622 33.97860  H9 1.090, H16 1.090, O103 1.435, C106 1.530
80 O -18.12933 -16.54555 36.73563  H102 0.960, C122 1.429
81 C -11.17476 -21.23174 32.61698  O10 1.405, H92 1.090, H113 1.090, H126 1.090
82 H -15.89058 -23.16978 36.53140  C35 1.090
83 H -12.03835 -19.21426 29.00603  C125 1.090
84 H -11.99042 -21.52942 36.43524  C105 1.090
85 H -16.06572 -13.66883 31.32414  C15 1.090
86 H -13.93590 -15.71204 31.95081  C75 1.090
87 H -10.21844 -15.12638 32.65744  O53 0.960
88 H -16.47251 -15.52922 33.99879  O25 0.960
89 C -10.65175 -17.66701 39.64967  H59 1.090, H77 1.090, H94 1.090, C101 1.520
90 H -19.67784 -16.78792 35.40768  C122 1.090
91 C -18.24049 -21.45681 32.94326  H4 1.090, H7 1.090, O78 1.417, C121 1.517
92 H -10.99844 -20.49001 33.39597  C81 1.090
93 H -10.86036 -18.24190 34.51440  C22 1.090
94 H -9.85158 -17.64484 38.90985  C89 1.090
95 O -15.32133 -23.16465 34.56723  C35 1.395, H71 0.960
96 C -8.71908 -21.13680 36.08855  C38 1.529, O39 1.418, H47 1.090, H63 1.090
97 H -18.62331 -18.06241 29.13893  C45 1.090
98 H -8.95910 -19.07696 35.44681  C38 1.090
99 C -13.91085 -15.36833 37.40645  O12 1.401, H58 1.090, C119 1.526, H120 1.090
100 H -16.48367 -19.86737 39.25390  C70 1.090
101 C -11.71454 -18.63316 39.15073  H1 1.090, C89 1.520, H108 1.090, O112 1.400
102 H -17.47914 -16.20806 36.11518  O80 0.960
103 O -15.66353 -18.76291 32.72537  H42 0.960, C79 1.435
104 H -17.20989 -23.31479 35.32931  C35 1.090
105 C -12.79956 -22.20555 36.71133  H26 1.090, H37 1.090, H84 1.090, O111 1.399
106 C -13.72199 -19.41390 34.04969  H27 1.090, H33 1.090, H52 1.090, C79 1.530
107 C -9.92862 -17.03035 32.98147  C22 1.518, H24 1.090, H46 1.090, O53 1.392
108 H -12.52039 -18.62231 39.88462  C101 1.090
109 H -16.15498 -24.68453 35.64530  C35 1.090
110 H -17.11128 -19.53612 36.71788  C21 1.090
111 O -12.75832 -23.32091 35.86840  H23 0.960, C105 1.399
112 O -12.26263 -18.20505 37.93615  C101 1.400, H114 0.960
113 H -10.24046 -21.77627 32.75364  C81 1.090
114 H -13.17824 -18.49225 37.90869  O112 0.960
115 H -15.46119 -13.93992 37.74661  C119 1.090
116 H -12.90430 -20.64190 28.51389  C125 1.090
117 H -17.29366 -21.18324 37.26224  C21 1.090
118 H -19.99173 -15.33103 30.57034  O2 0.960
119 C -14.38520 -13.92796 37.57288  H29 1.090, H34 1.090, C99 1.526, H115 1.090
120 H -14.44171 -15.81471 36.56559  C99 1.090
121 C -18.77935 -20.89746 34.24587  H17 1.090, H40 1.090, H44 1.090, C91 1.517
122 C -18.98618 -17.40524 35.98094  H13 1.090, C49 1.501, O80 1.429, H90 1.090
123 O -13.79850 -19.65904 30.81802  C3 1.333, H74 0.960
124 H -13.23187 -19.17142 27.69788  C125 1.090
125 C -13.01785 -19.57202 28.68875  C3 1.492, H83 1.090, H116 1.090, H124 1.090
126 H -12.05994 -21.82344 32.85034  C81 1.090



LUMO level of number 1 (C27H79NO12)?
0.32 eV



Which of these has the lowest E_tot?
C27H84O15



Which of these has the lowest E_tot?
C27H84O15



E_tot of number 2 (C27H84O15)?
-2207.53000 Ha